# C28H33N9OS2Zn

A structure of composition C28H33N9OS2Zn (wB97M-V/def2-TZVPD, the OMol25 dataset).

Summary:
LUMO level in Ha: 0.0136
Maximum force in eV/Å: 0.58
Spin multiplicity: 1
Energy above the lowest of the compared OMol25 structures with the same formula, charge and spin in kJ/mol: 71.5
Frontier orbital gap in eV: 7.4
Highest occupied orbital energy in eV: -7.012

Last column: Löwdin charge in e.
Cartesian coordinates (Å):
Zn 1.53 -0.34 0.05  0.526
C -0.25 -5.34 4.09  -0.053
C -0.32 -4.26 3.04  -0.280
C -0.76 -4.53 1.75  -0.037
C -0.73 -3.57 0.76  -0.016
C -0.28 -2.26 0.99  -0.249
N -0.13 -1.34 -0.03  -0.036
C -0.92 -1.40 -1.16  -0.252
C -2.30 -1.70 -1.07  -0.034
C -3.14 -1.67 -2.15  -0.040
C -2.67 -1.32 -3.42  -0.283
C -3.60 -1.22 -4.60  -0.053
C -1.33 -1.01 -3.53  0.006
C -0.46 -1.06 -2.44  -0.122
N 0.90 -0.69 -2.72  -0.051
C 1.54 -0.88 -3.89  -0.041
C 2.69 -0.13 -3.88  -0.025
C 2.69 0.49 -2.63  -0.114
N 1.61 0.15 -1.94  0.002
C 0.12 -1.98 2.31  -0.119
C 0.12 -2.97 3.29  0.009
N 0.59 -0.69 2.75  -0.048
C 0.43 -0.18 3.99  -0.053
C 1.20 0.96 4.08  -0.038
C 1.81 1.08 2.83  -0.131
N 1.42 0.09 2.03  0.019
H -1.10 -6.02 4.00  0.076
H -0.25 -4.92 5.09  0.074
H 0.66 -5.92 3.96  0.084
H -1.10 -5.54 1.50  0.116
H -1.02 -3.84 -0.25  0.117
H -2.70 -1.95 -0.09  0.120
H -4.20 -1.88 -2.01  0.114
H -4.51 -1.78 -4.42  0.074
H -3.12 -1.60 -5.51  0.077
H -3.87 -0.18 -4.79  0.081
H -0.94 -0.71 -4.49  0.117
H 1.16 -1.55 -4.65  0.132
H 3.44 -0.06 -4.65  0.103
H 3.42 1.17 -2.22  0.116
H 0.51 -2.74 4.27  0.116
H -0.23 -0.63 4.71  0.129
H 1.32 1.61 4.93  0.101
H 2.49 1.83 2.47  0.110
C -1.50 1.60 0.73  -0.169
N -2.52 2.64 0.62  -0.083
C -2.70 2.96 -0.80  -0.166
N -1.46 3.44 -1.41  -0.085
C -0.45 2.39 -1.26  -0.182
N -0.21 2.03 0.15  -0.088
C 0.20 3.25 0.85  -0.184
N -0.79 4.32 0.75  -0.087
C -2.05 3.84 1.31  -0.172
C -1.00 4.62 -0.67  -0.175
H -1.84 0.71 0.21  0.106
H -1.34 1.36 1.78  0.123
H -3.46 3.74 -0.89  0.124
H -3.04 2.07 -1.33  0.126
H 0.49 2.73 -1.71  0.120
H -0.80 1.50 -1.80  0.109
H 1.15 3.60 0.43  0.127
H 0.35 3.02 1.91  0.104
H -2.80 4.62 1.21  0.124
H -1.91 3.61 2.36  0.126
H -0.06 4.97 -1.11  0.125
H -1.75 5.40 -0.76  0.124
C 4.88 1.35 0.59  -0.130
O 3.95 0.27 0.45  -0.356
C 4.42 -0.99 0.14  -1.366
S 6.03 -1.31 -0.01  0.603
S 3.16 -2.13 0.07  0.626
H 4.29 2.24 0.81  0.080
H 5.45 1.49 -0.33  0.073
H 5.59 1.14 1.39  0.077

***

# C3H4NO2

The ion C3H4NO2 with charge +1 at a distorted geometry (wB97M-V/def2-TZVPD, the OMol25 dataset).

Summary:
LUMO level in Ha: -0.2097
Total charge: +1
Maximum force in eV/Å: 2.69
SMILES: O=C1O[N+]12CC2
Spin multiplicity: 1
Energy above the lowest of the compared OMol25 structures with the same formula, charge and spin in kJ/mol: 450.8
Frontier orbital gap in eV: 11.7
Highest occupied orbital energy in eV: -17.377

Last column: Löwdin charge in e.
Cartesian coordinates (Å):
O -2.38 -0.32 1.66  0.388
C -1.82 -0.20 0.70  -0.340
O -1.55 -0.07 -0.53  0.276
N -0.24 0.03 0.34  0.097
C 0.73 0.84 -0.40  0.013
C 0.91 -0.60 -0.23  -0.039
H 0.26 1.24 -1.25  0.128
H 1.51 1.45 0.16  0.178
H 0.90 -1.40 -0.92  0.137
H 1.69 -0.97 0.46  0.162

***

# C25H30N4O2

A cluster of 2 separate species, C25H30N4O2 in total at a distorted geometry (wB97M-V/def2-TZVPD, the OMol25 dataset).

Summary:
LUMO level in Ha: -0.1019
Maximum force in eV/Å: 3.33
Spin multiplicity: 1
Energy above the lowest of the compared OMol25 structures with the same formula, charge and spin in kJ/mol: 664.7
Frontier orbital gap in eV: 3.0
Highest occupied orbital energy in eV: -5.763

Last column: Löwdin charge in e.
Cartesian coordinates (Å):
C 6.58 2.08 5.15  -0.185
C 5.52 0.99 5.13  -0.151
N 4.77 1.18 3.88  -0.134
C 3.52 0.50 3.79  -0.215
C 3.42 -0.90 3.85  0.017
C 2.19 -1.51 3.65  0.031
C 1.01 -0.75 3.42  -0.175
C -0.25 -1.40 3.36  0.120
C -1.52 -0.86 3.66  -0.171
C -1.72 0.43 4.25  0.000
C -2.98 0.99 4.32  0.011
C -4.12 0.24 3.95  -0.208
N -5.42 0.80 3.96  -0.117
C -5.80 1.48 5.20  -0.146
C -7.25 1.96 5.09  -0.182
O -7.45 2.72 3.90  -0.135
C -7.24 1.92 2.73  -0.183
C -5.82 1.37 2.67  -0.133
C -3.95 -1.10 3.54  0.019
C -2.69 -1.64 3.41  0.033
C 1.15 0.67 3.31  -0.011
C 2.36 1.28 3.54  0.012
C 5.62 0.97 2.71  -0.149
C 6.68 2.05 2.74  -0.184
O 7.40 2.06 3.98  -0.137
H 6.08 3.06 5.26  0.128
H 7.28 1.93 5.99  0.128
H 5.99 -0.01 5.14  0.126
H 4.83 1.09 5.98  0.135
H 4.32 -1.49 4.04  0.126
H 2.11 -2.60 3.70  0.129
H -0.23 -2.46 3.09  0.073
H -0.88 1.00 4.64  0.111
H -3.09 2.03 4.65  0.120
H -5.70 0.75 6.01  0.136
H -5.13 2.34 5.42  0.116
H -7.91 1.07 5.13  0.130
H -7.49 2.65 5.91  0.130
H -7.95 1.08 2.69  0.128
H -7.43 2.61 1.89  0.130
H -5.14 2.18 2.35  0.130
H -5.75 0.56 1.93  0.132
H -4.84 -1.69 3.32  0.129
H -2.56 -2.67 3.10  0.130
H 0.29 1.29 3.03  0.114
H 2.47 2.37 3.54  0.125
H 6.10 -0.02 2.76  0.131
H 5.02 1.04 1.80  0.138
H 7.45 1.88 1.97  0.129
H 6.20 3.03 2.56  0.128
C -0.95 -6.15 2.88  -0.080
C -0.33 -5.37 1.79  -0.497
N 0.00 -5.86 0.57  0.023
C 0.53 -4.80 -0.13  -0.222
C 0.53 -3.67 0.73  -0.249
N 0.00 -4.04 1.92  -0.030
H -0.78 -5.64 3.84  0.058
H -2.03 -6.22 2.72  0.059
H -0.54 -7.16 2.94  0.065
H 0.88 -4.83 -1.15  0.057
H 0.91 -2.68 0.51  0.054